The following is a quantum chemistry calculation of a structure of composition C24H39BiN3O9SSe, from the OMol25 dataset.

Geometry as XYZ:
```
78
Properties=species:S:1:pos:R:3:lowdin_charge:R:1
Bi -0.120 0.806 -0.501 1.891
O -1.014 3.358 -0.092 -0.142
C -2.439 3.477 -0.108 -0.187
C -3.010 2.112 0.189 -0.141
N -2.561 1.081 -0.784 -0.250
C -2.833 1.484 -2.178 -0.093
C -1.676 2.292 -2.775 -0.656
O -1.897 3.270 -3.454 0.088
O -0.493 1.821 -2.488 -0.319
C -3.178 -0.209 -0.424 -0.106
C -2.499 -0.833 0.791 -0.658
O -3.144 -1.491 1.578 0.077
O -1.212 -0.643 0.842 -0.304
H -0.630 3.850 -0.829 0.105
H -2.778 4.176 0.659 0.131
H -2.780 3.847 -1.075 0.124
H -2.693 1.784 1.182 0.114
H -4.104 2.166 0.186 0.145
H -2.922 0.578 -2.777 0.116
H -3.763 2.048 -2.255 0.143
H -4.248 -0.105 -0.241 0.142
H -3.025 -0.895 -1.258 0.108
C 1.977 3.914 0.859 -0.087
O 1.796 3.111 -0.300 -0.271
C 2.883 3.234 -1.198 -0.202
C 2.692 2.247 -2.323 -0.160
O 2.406 0.932 -1.848 -0.251
C 3.442 0.344 -1.083 -0.187
C 3.017 -1.071 -0.798 -0.184
O 1.905 -1.126 0.097 -0.325
C 2.278 -1.108 1.470 -0.080
H 2.001 4.976 0.597 0.100
H 1.142 3.715 1.525 0.058
H 2.915 3.657 1.361 0.097
H 2.920 4.243 -1.627 0.141
H 3.827 3.071 -0.664 0.124
H 1.832 2.532 -2.926 0.122
H 3.586 2.227 -2.954 0.139
H 4.379 0.343 -1.653 0.145
H 3.609 0.895 -0.151 0.126
H 2.684 -1.532 -1.728 0.116
H 3.853 -1.648 -0.394 0.134
H 3.055 -1.852 1.660 0.099
H 2.631 -0.121 1.780 0.088
H 1.386 -1.358 2.040 0.090
O 0.046 1.653 2.064 -0.663
S -0.695 1.232 3.326 0.975
C -1.287 2.769 4.078 -0.310
C -0.150 3.313 4.933 -0.224
C 0.387 2.091 5.671 -0.223
C 0.591 1.017 4.602 -0.298
H -2.162 2.511 4.679 0.101
H -1.593 3.404 3.246 0.090
H -0.491 4.096 5.608 0.120
H 0.624 3.737 4.290 0.113
H -0.347 1.753 6.406 0.118
H 1.316 2.291 6.205 0.120
H 0.562 -0.005 4.975 0.092
H 1.511 1.176 4.036 0.091
C -0.363 -3.487 0.050 0.020
N -0.374 -3.784 -1.378 -0.029
C -0.295 -2.914 -2.393 -0.611
Se -0.290 -1.044 -2.562 0.821
N -0.272 -3.626 -3.536 0.110
C -0.352 -4.989 -3.267 -0.171
C -0.373 -6.105 -4.087 0.002
C -0.463 -7.332 -3.454 -0.066
C -0.530 -7.436 -2.059 -0.064
C -0.509 -6.315 -1.248 0.006
C -0.417 -5.089 -1.889 -0.150
H 0.016 -2.489 0.203 0.043
H 0.293 -4.204 0.541 0.107
H -1.366 -3.564 0.467 0.110
H -0.234 -3.187 -4.442 0.151
H -0.324 -6.025 -5.164 0.120
H -0.484 -8.233 -4.052 0.112
H -0.605 -8.415 -1.605 0.111
H -0.570 -6.394 -0.171 0.117
```

Orbital gap (eV): 8.96
Spin multiplicity: 1
Charge: +1
Maximum force (eV Å⁻¹): 0.64
Relative energy (zero: lowest compared OMol25 entry of this formula, charge and spin) (kcal per mole): 0.0
HOMO energy (eV): -10.83
Molecular weight (g/mol): 833.60